# 1
Density functional theory data (the ωB97M-V functional and the def2-TZVPD basis) for a structure of composition C18H32BN2O2P2Sm at a distorted geometry.

## Properties
* LUMO level (alpha / beta): -0.208 / -0.165 eV
* energy above the lowest of the compared OMol25 structures with the same formula, charge and spin: 0.00 kcal/mol
* E_HOMO (alpha / beta): -7.56 / -7.52 eV
* multiplicity: 6

CARTESIAN COORDINATES (ANGSTROEM)
C1 4.044 0.748 -1.414
C2 2.753 0.863 -0.896
N1 1.988 -0.251 -0.658
C3 2.517 -1.477 -0.929
C4 3.819 -1.622 -1.385
C5 4.595 -0.503 -1.644
C6 2.205 2.234 -0.653
P1 0.952 2.432 0.684
Sm1 -0.356 -0.016 0.265
P2 -0.144 -2.615 -0.877
C7 1.702 -2.738 -0.673
C8 -2.761 0.602 0.687
C9 -3.083 1.013 1.964
C10 -4.443 1.185 2.289
C11 -5.439 0.945 1.328
C12 -5.070 0.524 0.039
C13 -3.707 0.344 -0.278
O1 1.061 3.178 -2.809
O2 -1.147 2.365 -2.011
H1 4.595 1.673 -1.603
H2 4.195 -2.637 -1.540
H3 5.614 -0.599 -2.018
C14 1.959 2.786 2.156
C15 0.175 4.044 0.348
H4 2.031 -3.524 -1.371
H5 1.883 -3.103 0.355
H6 1.680 2.676 -1.756
H7 3.023 2.939 -0.439
C16 -0.705 -4.132 -0.024
C17 -0.325 -3.058 -2.639
H8 -2.306 1.192 2.722
H9 -4.729 1.504 3.298
H10 -6.486 1.079 1.580
H11 -5.839 0.335 -0.714
H12 -3.404 -0.004 -1.274
H13 -1.158 1.177 -1.836
H14 -2.051 2.609 -2.287
H15 0.041 2.820 -2.654
H16 1.417 2.815 -3.633
H17 -1.095 0.135 -1.704
H18 2.431 3.775 2.072
H19 1.291 2.766 3.027
H20 2.725 2.011 2.281
H21 0.928 4.844 0.345
H22 -0.362 4.011 -0.608
H23 -0.558 4.232 1.145
H24 -0.067 -4.113 -2.812
H25 -1.370 -2.879 -2.927
H26 0.317 -2.408 -3.248
H27 -0.445 -5.028 -0.604
H28 -0.278 -4.186 0.986
H29 -1.797 -4.065 0.069
B1 -0.150 -3.191 4.065
C18 -0.101 -2.072 3.026
N2 -0.071 -1.233 2.210
H30 -1.294 -3.610 4.116
H31 0.182 -2.720 5.138
H32 0.620 -4.073 3.722



# 2
Density functional theory data (the ωB97M-V functional and the def2-TZVPD basis) for a cluster of 3 separate species, C18H32BNO12PS in total at a distorted geometry.

## Properties
* LUMO level: -4.774 eV
* E_HOMO: -12.38 eV
* charge: +1

CARTESIAN COORDINATES (ANGSTROEM)
C1 2.147 1.836 3.357
O1 1.220 0.880 2.815
B1 1.695 -0.073 2.002
O2 3.030 -0.168 1.699
C2 0.720 -1.208 1.446
C3 0.851 -2.515 1.899
C4 1.904 -2.827 2.931
O3 2.952 -3.261 2.627
O4 1.548 -2.567 4.196
C5 0.054 -3.557 1.416
C6 -0.879 -3.270 0.455
P1 -1.900 -4.653 -0.232
S1 -2.020 -6.125 1.008
N1 -1.023 -1.991 0.038
C7 -0.276 -0.974 0.499
O5 -0.519 0.231 -0.016
C8 -1.367 1.076 0.821
C9 -2.858 0.716 0.781
C10 -3.413 0.424 2.163
O6 -3.613 1.807 0.280
H1 2.883 1.362 3.994
H2 1.584 2.535 3.959
H3 2.651 2.390 2.576
H4 3.158 -0.239 0.745
H5 0.848 -1.899 4.201
H6 0.202 -4.557 1.788
H7 -1.283 -5.023 -1.438
H8 -3.122 -4.063 -0.604
H9 -1.726 -1.768 -0.658
H10 -1.007 1.053 1.844
H11 -1.248 2.081 0.439
H12 -3.069 -0.154 0.148
H13 -3.204 -0.607 2.440
H14 -2.965 1.097 2.886
H15 -4.486 0.567 2.172
H16 -3.223 2.118 -0.544
C11 2.662 -3.937 -0.473
C12 3.810 -4.485 -1.289
O7 3.349 -5.306 -2.369
C13 2.849 -4.645 -3.413
O8 2.758 -3.447 -3.513
O9 2.474 -5.535 -4.325
C14 1.867 -4.975 -5.494
H17 2.018 -4.750 -0.128
H18 3.031 -3.389 0.393
H19 2.049 -3.262 -1.077
H20 4.433 -5.132 -0.676
H21 4.442 -3.685 -1.673
H22 2.505 -4.216 -5.939
H23 0.895 -4.549 -5.245
H24 1.734 -5.794 -6.194
C15 -0.282 7.828 -2.263
C16 -0.133 7.538 -0.786
O10 -1.407 7.368 -0.142
C17 -2.004 6.201 -0.336
O11 -1.562 5.264 -0.959
O12 -3.172 6.214 0.304
C18 -3.947 5.033 0.098
H25 -0.937 8.686 -2.417
H26 0.690 8.044 -2.705
H27 -0.718 6.980 -2.789
H28 0.330 8.383 -0.281
H29 0.491 6.662 -0.608
H30 -3.364 4.150 0.327
H31 -4.306 4.994 -0.930
H32 -4.797 5.084 0.771



# 3
Density functional theory data (the ωB97M-V functional and the def2-TZVPD basis) for a cluster of 5 separate species, C18H32Cl2N4 in total at a distorted geometry.

## Properties
* LUMO level: -0.105 eV
* energy above the lowest of the compared OMol25 structures with the same formula, charge and spin: 34.82 kcal/mol
* structure (SMILES): CCCC#N.CCCC#N.CCCC#N.CCCC#N.ClCCCl
* E_HOMO: -10.24 eV

CARTESIAN COORDINATES (ANGSTROEM)
C1 4.693 20.608 9.583
C2 5.499 19.511 8.767
C3 5.454 19.648 7.252
C4 6.106 20.863 6.642
N1 6.641 21.773 6.116
H1 4.905 20.410 10.634
H2 3.659 20.494 9.256
H3 4.887 21.667 9.415
H4 5.193 18.500 9.037
H5 6.528 19.620 9.110
H6 4.413 19.804 6.965
H7 5.794 18.714 6.806
C5 9.925 13.328 5.596
C6 9.691 14.379 6.644
C7 9.841 13.921 8.091
C8 9.286 12.561 8.386
N2 8.895 11.505 8.660
H8 9.805 13.667 4.567
H9 9.496 12.334 5.725
H10 10.977 13.045 5.605
H11 8.750 14.867 6.389
H12 10.427 15.176 6.538
H13 9.446 14.678 8.768
H14 10.917 13.842 8.248
C9 5.273 15.403 9.023
C10 6.372 14.560 8.411
C11 5.816 13.453 7.374
C12 4.947 12.445 7.937
N3 4.236 11.636 8.409
H15 4.795 15.978 8.231
H16 5.642 16.088 9.787
H17 4.530 14.735 9.459
H18 6.937 14.076 9.208
H19 7.116 15.155 7.882
H20 6.696 12.969 6.950
H21 5.240 13.839 6.534
C13 8.349 16.119 11.483
C14 7.036 16.039 12.279
C15 6.449 17.433 12.678
C16 7.502 18.280 13.243
N4 8.336 18.976 13.700
H22 8.807 15.133 11.403
H23 9.167 16.673 11.945
H24 8.154 16.506 10.483
H25 7.260 15.601 13.252
H26 6.301 15.382 11.816
H27 5.578 17.295 13.318
H28 6.142 17.896 11.740
Cl1 6.307 7.620 9.845
C17 7.177 8.896 8.979
C18 7.849 8.362 7.701
Cl2 9.187 7.258 8.155
H29 7.923 9.291 9.669
H30 6.547 9.772 8.824
H31 8.360 9.091 7.073
H32 7.139 7.757 7.138



# 4
Density functional theory data (the ωB97M-V functional and the def2-TZVPD basis) for a structure of composition C18H32IrN4S4.

## Properties
* LUMO level: 2.351 eV
* energy above the lowest of the compared OMol25 structures with the same formula, charge and spin: 0.00 kcal/mol
* E_HOMO: -3.21 eV
* charge: -1

CARTESIAN COORDINATES (ANGSTROEM)
Ir1 0.488 -0.439 0.266
C1 -1.259 2.857 -0.207
C2 -0.701 1.975 -1.331
N1 -0.910 0.524 -1.162
C3 -2.313 0.144 -0.879
C4 -2.487 -0.760 0.356
N2 -1.417 -0.608 1.357
C5 -1.689 0.383 2.411
C6 -2.032 1.780 1.906
N3 -0.984 2.445 1.156
H1 -0.844 3.856 -0.387
H2 -2.342 2.976 -0.312
H3 -1.153 2.320 -2.272
H4 0.378 2.107 -1.418
H5 -0.609 0.073 -2.026
H6 -2.903 1.052 -0.759
H7 -2.725 -0.389 -1.738
H8 -3.468 -0.564 0.808
H9 -2.463 -1.795 0.026
H10 -1.284 -1.500 1.821
H11 -2.532 0.043 3.028
H12 -0.796 0.407 3.035
H13 -2.955 1.742 1.316
H14 -2.285 2.360 2.805
H15 -0.121 1.913 1.206
S1 2.363 0.085 -1.003
S2 2.619 -1.467 -2.365
S3 0.682 -1.800 -2.957
S4 -0.147 -2.323 -1.138
C7 1.476 -3.084 2.985
C8 2.848 -2.850 2.351
C9 2.885 -3.330 0.900
C10 3.419 -1.446 2.506
C11 4.747 -1.385 2.906
C12 5.413 -0.190 3.115
C13 4.691 0.979 2.959
C14 3.360 0.989 2.560
C15 2.688 2.352 2.519
C16 1.476 2.422 3.451
C17 2.399 2.854 1.103
C18 2.700 -0.240 2.255
N4 1.373 -0.302 1.881
H16 1.255 -4.156 2.989
H17 0.696 -2.569 2.429
H18 1.453 -2.722 4.016
H19 3.541 -3.488 2.911
H20 2.216 -2.749 0.270
H21 2.584 -4.380 0.835
H22 3.892 -3.233 0.489
H23 5.275 -2.322 3.062
H24 6.452 -0.171 3.418
H25 5.170 1.933 3.159
H26 3.425 3.048 2.935
H27 0.768 1.632 3.218
H28 0.968 3.385 3.365
H29 1.796 2.282 4.486
H30 1.749 2.174 0.558
H31 3.327 2.927 0.533
H32 1.926 3.841 1.135



# 5
Density functional theory data (the ωB97M-V functional and the def2-TZVPD basis) for a cluster of 3 separate species, C18H32N4O2 in total at a distorted geometry.

## Properties
* LUMO level: -0.938 eV
* energy above the lowest of the compared OMol25 structures with the same formula, charge and spin: 208.68 kcal/mol
* structure (SMILES): CCc1ccc2nccnc2c1.COC[C@@H](C)N.COC[C@@H](C)N
* E_HOMO: -8.65 eV

CARTESIAN COORDINATES (ANGSTROEM)
C1 4.581 0.460 0.181
C2 3.825 0.168 -1.235
C3 2.274 0.553 -0.970
C4 1.941 2.112 -1.012
C5 0.469 2.502 -0.730
C6 -0.675 1.459 -0.414
N1 -1.989 1.984 -0.154
C7 -2.921 0.951 0.158
C8 -2.552 -0.559 0.160
N2 -1.268 -1.119 -0.111
C9 -0.342 -0.051 -0.375
C10 1.164 -0.469 -0.655
H1 5.686 0.176 0.163
H2 4.379 1.555 0.458
H3 3.999 -0.168 0.964
H4 3.863 -0.948 -1.496
H5 4.246 0.835 -2.078
H6 2.778 2.867 -1.241
H7 0.236 3.633 -0.726
H8 -4.001 1.245 0.391
H9 -3.401 -1.304 0.400
H10 1.451 -1.587 -0.604
C11 0.585 5.924 3.678
O1 0.587 4.921 2.675
C12 0.574 3.587 3.176
C13 -0.828 3.062 3.547
C14 -1.348 3.603 4.876
N3 -1.810 3.354 2.496
H11 1.152 5.624 4.564
H12 -0.440 6.182 3.950
H13 1.048 6.821 3.258
H14 0.959 2.966 2.359
H15 1.280 3.477 4.008
H16 -0.753 1.974 3.651
H17 -1.678 4.642 4.806
H18 -2.209 3.019 5.213
H19 -0.580 3.539 5.653
H20 -1.502 2.911 1.630
H21 -1.746 4.353 2.291
C15 -1.707 -5.724 -4.886
O2 -1.171 -4.441 -4.610
C16 -1.535 -3.910 -3.339
C17 -0.662 -4.408 -2.169
C18 -1.004 -5.824 -1.716
N4 0.768 -4.344 -2.497
H22 -2.706 -5.855 -4.460
H23 -1.031 -6.501 -4.521
H24 -1.776 -5.834 -5.971
H25 -1.395 -2.827 -3.424
H26 -2.603 -4.069 -3.142
H27 -0.848 -3.744 -1.317
H28 -0.638 -6.587 -2.406
H29 -0.548 -6.032 -0.743
H30 -2.085 -5.951 -1.608
H31 1.010 -3.377 -2.710
H32 0.897 -4.826 -3.388



# 6
Density functional theory data (the ωB97M-V functional and the def2-TZVPD basis) for a cluster of 5 separate species, C18H32O10S in total at a distorted geometry.

## Properties
* LUMO level: 0.308 eV
* energy above the lowest of the compared OMol25 structures with the same formula, charge and spin: 53.81 kcal/mol
* structure (SMILES): C[C@H]1COC(=O)O1.C[C@H]1COC(=O)O1.O=S1(=O)CCCC1.CC(C)=O.CC(C)=O
* E_HOMO: -9.40 eV

CARTESIAN COORDINATES (ANGSTROEM)
C1 1.637 6.531 -3.175
C2 2.265 5.635 -4.245
C3 3.578 6.217 -4.703
O1 4.256 4.970 -4.996
C4 3.749 3.976 -4.302
O2 4.339 2.879 -4.206
O3 2.665 4.391 -3.694
H1 0.614 6.159 -3.111
H2 1.647 7.490 -3.694
H3 2.410 6.570 -2.408
H4 1.696 5.498 -5.164
H5 4.197 6.702 -3.948
H6 3.505 6.870 -5.572
C5 -6.213 -1.012 -4.087
C6 -5.018 -0.308 -3.410
C7 -3.761 -1.065 -3.445
O4 -2.831 -0.161 -3.930
C8 -3.442 0.922 -4.378
O5 -2.864 1.953 -4.794
O6 -4.726 0.709 -4.305
H7 -6.481 -1.885 -3.492
H8 -5.945 -1.258 -5.114
H9 -7.096 -0.400 -4.273
H10 -5.296 0.119 -2.447
H11 -3.731 -1.936 -4.100
H12 -3.486 -1.517 -2.492
O7 -0.295 -1.525 0.764
S1 -0.735 -0.356 1.559
O8 -2.123 -0.031 1.843
C9 0.299 -0.237 3.112
C10 0.643 1.311 3.082
C11 1.035 1.640 1.681
C12 0.032 1.176 0.720
H13 1.180 -0.861 2.966
H14 -0.284 -0.683 3.918
H15 -0.180 1.963 3.373
H16 1.401 1.567 3.823
H17 2.050 1.272 1.527
H18 1.156 2.716 1.552
H19 0.499 1.018 -0.252
H20 -0.868 1.784 0.625
C13 -3.243 -3.903 5.946
C14 -2.876 -4.999 6.803
C15 -2.381 -4.721 8.223
O9 -2.928 -6.177 6.353
H21 -2.641 -3.666 5.069
H22 -3.601 -3.058 6.534
H23 -4.212 -4.194 5.541
H24 -2.523 -5.569 8.893
H25 -2.789 -3.779 8.590
H26 -1.305 -4.668 8.058
C16 5.176 -2.148 0.046
C17 5.449 -3.566 0.573
C18 4.310 -4.576 0.468
O10 6.578 -3.915 0.962
H27 4.248 -2.087 -0.523
H28 6.049 -1.808 -0.513
H29 5.140 -1.619 0.998
H30 3.571 -4.118 1.125
H31 4.535 -5.633 0.614
H32 3.963 -4.597 -0.565



# 7
Density functional theory data (the ωB97M-V functional and the def2-TZVPD basis) for an isolated molecule of C18H32O2.

## Properties
* LUMO level: 0.959 eV
* energy above the lowest of the compared OMol25 structures with the same formula, charge and spin: 3.93 kcal/mol
* structure (SMILES): CCCCC/C=C\C/C=C\CCCCCCCC(=O)O
* E_HOMO: -9.13 eV

CARTESIAN COORDINATES (ANGSTROEM)
C1 -3.178 -2.093 2.003
C2 -3.672 -1.585 0.654
C3 -3.328 -0.111 0.456
C4 -3.777 0.413 -0.907
C5 -3.175 1.790 -1.226
C6 -1.743 1.678 -1.654
C7 -0.659 1.965 -0.942
C8 -0.600 2.466 0.471
C9 0.528 3.443 0.644
C10 1.788 3.128 0.902
C11 2.342 1.749 1.074
C12 3.551 1.518 0.159
C13 3.910 0.033 0.059
C14 3.081 -0.686 -1.006
C15 3.170 -2.210 -0.897
C16 2.258 -2.804 0.178
C17 0.790 -2.886 -0.257
C18 0.086 -1.555 -0.196
O1 0.053 -0.835 0.770
O2 -0.539 -1.259 -1.335
H1 -3.391 -3.154 2.117
H2 -3.664 -1.556 2.814
H3 -2.105 -1.943 2.090
H4 -4.754 -1.723 0.581
H5 -3.210 -2.172 -0.144
H6 -3.804 0.480 1.242
H7 -2.250 0.014 0.570
H8 -4.867 0.484 -0.921
H9 -3.487 -0.295 -1.689
H10 -3.742 2.241 -2.045
H11 -3.275 2.434 -0.352
H12 -1.615 1.316 -2.669
H13 0.315 1.825 -1.397
H14 -0.446 1.606 1.130
H15 -1.543 2.936 0.752
H16 0.259 4.484 0.514
H17 2.519 3.922 0.998
H18 2.663 1.621 2.113
H19 1.580 0.998 0.873
H20 4.403 2.082 0.544
H21 3.331 1.902 -0.841
H22 4.969 -0.077 -0.190
H23 3.752 -0.435 1.032
H24 3.434 -0.374 -1.992
H25 2.039 -0.380 -0.926
H26 2.913 -2.659 -1.859
H27 4.205 -2.483 -0.676
H28 2.318 -2.212 1.093
H29 2.600 -3.815 0.409
H30 0.255 -3.549 0.428
H31 0.704 -3.284 -1.269
H32 -0.992 -0.391 -1.277



# 8
Density functional theory data (the ωB97M-V functional and the def2-TZVPD basis) for a structure of composition C18H33AuN5O6 at a distorted geometry.

## Properties
* LUMO level (alpha / beta): -4.375 / -4.529 eV
* E_HOMO (alpha / beta): -10.25 / -9.99 eV
* charge: +1
* multiplicity: 3

CARTESIAN COORDINATES (ANGSTROEM)
O1 0.047 -1.092 -3.287
H1 0.269 -1.085 -4.260
Au1 0.534 0.116 0.093
N1 1.797 -1.478 -0.662
N2 -0.632 -1.727 0.230
N3 0.835 2.323 0.105
N4 -1.222 1.048 0.918
O2 2.983 -1.299 -0.974
O3 1.914 2.887 -0.286
O4 -2.298 0.386 1.441
O5 -1.793 -1.903 0.790
C1 -0.040 -2.839 -0.253
C2 1.235 -2.702 -0.819
C3 -0.104 3.093 0.690
C4 -1.225 2.380 1.183
C5 1.924 -3.705 -1.626
H2 1.746 -3.548 -2.687
H3 1.611 -4.706 -1.377
H4 2.989 -3.632 -1.472
C6 -0.816 -4.099 -0.164
H5 -1.771 -4.018 -0.716
H6 -1.046 -4.376 0.883
H7 -0.246 -4.933 -0.598
C7 0.168 4.543 0.846
C8 -2.277 3.042 2.032
H8 0.769 4.900 0.000
H9 0.751 4.725 1.764
H10 -0.767 5.117 0.896
H11 -3.080 2.325 2.293
H12 -2.702 3.905 1.479
H13 -1.815 3.446 2.963
H14 2.141 1.550 -1.258
H15 -2.139 -0.655 1.144
C9 -1.566 -0.154 -2.400
H16 -1.925 -1.181 -2.489
H17 -1.176 0.588 -3.079
H18 -2.070 0.459 -1.588
O6 1.636 0.780 -1.708
H19 0.786 -0.556 -2.898
H20 0.761 1.188 -1.992
C10 -0.641 0.829 4.635
N5 -0.554 -0.656 4.594
C11 -1.864 -1.277 4.975
C12 -0.053 -1.178 3.259
C13 1.282 -0.606 2.975
C14 2.249 -0.696 3.989
C15 3.482 -0.055 3.850
C16 3.797 0.614 2.664
C17 2.875 0.613 1.625
C18 1.647 0.024 1.806
H21 -1.306 1.169 3.833
H22 0.356 1.257 4.511
H23 -1.055 1.122 5.610
H24 0.128 -0.941 5.313
H25 -2.609 -1.024 4.211
H26 -1.728 -2.365 5.027
H27 -2.170 -0.882 5.954
H28 -0.025 -2.267 3.360
H29 -0.816 -0.918 2.535
H30 2.037 -1.262 4.894
H31 4.205 -0.070 4.665
H32 4.749 1.122 2.496
H33 3.130 1.098 0.685



no.,electronic energy (a.u.)
1,-2330.4997
2,-2426.9745
3,-1844.3937
4,-2621.2792
5,-1074.3228
6,-1855.5559
7,-855.5416
8,-1565.8276